Here is a 11-piece molecular cluster, H23O11 overall at a distorted geometry from OMol25. Energies are from the ωB97M-V functional and the def2-TZVPD basis.

Each atom is followed by the atoms it is bonded to, with distances in Å.
Geometry (Å):
1 H -0.051 3.467 3.031  O34 1.041
2 H -1.103 0.450 -0.285  O31 0.990
3 O -3.305 -0.174 -0.404  H5 0.971, H14 0.949
4 O -0.476 -3.452 -2.792  H7 0.932, H9 0.943
5 H -3.335 0.796 -0.361  O3 0.971
6 O 0.575 -1.588 1.770  H19 0.984, H25 0.994, H32 1.077
7 H -0.125 -4.206 -2.371  O4 0.932
8 H 0.810 3.167 0.633  O18 0.996
9 H -0.196 -3.405 -3.692  O4 0.943
10 H 2.036 1.066 2.354  O17 1.021
11 H 4.461 0.224 -2.195  O16 0.959
12 H -0.331 1.511 -1.061  O31 1.014
13 O 0.478 -2.778 -0.404  H20 0.959, H29 0.931
14 H -4.144 -0.493 -0.096  O3 0.949
15 H -0.686 2.359 -3.585  O23 1.002
16 O 3.869 0.613 -1.548  H11 0.959, H30 0.926
17 O 1.175 0.614 2.665  H10 1.021, H21 1.037
18 O 0.965 3.595 -0.253  H8 0.996, H22 0.970
19 H 0.599 -1.641 0.788  O6 0.984
20 H -0.037 -2.854 -1.209  O13 0.959
21 H 1.591 0.486 3.606  O17 1.037
22 H 1.737 3.286 -0.752  O18 0.970
23 O 0.071 2.822 -3.121  H15 1.002, H24 0.873
24 H -0.310 3.602 -3.027  O23 0.873
25 H -0.338 -1.963 1.884  O6 0.994
26 O -1.917 -2.509 1.583  H28 1.107, H33 0.985
27 H -1.496 2.973 3.670  O34 1.045
28 H -2.303 -3.284 0.895  O26 1.107
29 H 1.148 -3.293 -0.795  O13 0.931
30 H 3.629 -0.008 -0.906  O16 0.926
31 O -0.164 0.706 -0.467  H2 0.990, H12 1.014
32 H 0.577 -0.538 2.007  O6 1.077
33 H -2.774 -2.171 1.233  O26 0.985
34 O -0.631 2.619 3.203  H1 1.041, H27 1.045

## Properties
Energy above the lowest of the compared OMol25 structures with the same formula, charge and spin (kcal per mole): 121.7
HOMO-LUMO gap (eV): 10.48
Total charge: +1
Molecular weight (g/mol): 199.17
Highest occupied orbital energy (eV): -13.356